[1]
24
Properties=species:S:1:pos:R:3 method="wB97M-V/def2-TZVPD" de_lowest_kcal_mol=123.5 e_lumo_ev=-5.23 mol_weight_g_mol=175.2 gap_ev=7.247 fmax_ev_per_a=6.0 total_charge=+1 total_energy_ev=-15460.152
C 3.230 -0.373 -0.884
C 2.240 0.663 -0.338
C 2.228 0.610 1.133
N 1.129 0.030 0.379
C 0.765 -1.308 0.410
N -0.474 -1.580 0.334
C -1.353 -0.490 0.040
C -0.924 0.803 0.096
C -1.587 1.973 -0.020
C -2.946 1.681 -0.088
N -3.459 0.510 -0.113
C -2.775 -0.616 0.033
N -3.326 -1.804 -0.330
H 2.873 -1.163 -1.554
H 3.645 -0.943 0.007
H 4.018 0.200 -1.393
H 2.117 1.598 -1.039
H 2.870 -0.215 1.510
H 2.163 1.432 1.837
H 1.391 -2.108 0.765
H -1.213 2.934 0.008
H -3.477 2.639 -0.220
H -2.948 -2.702 0.121
H -4.187 -1.770 -0.693

=====

[2]
12
Properties=species:S:1:pos:R:3 method="wB97M-V/def2-TZVPD" de_lowest_kcal_mol=163.2 e_lumo_ev="-1.24 / -1.24" mol_weight_g_mol=99.1 gap_ev="7.255 / 7.251" fmax_ev_per_a=0.4 total_charge=0 total_energy_ev=-9807.239
O 1.498 0.645 1.759
C 1.203 0.621 0.492
C 0.162 -0.258 0.015
N -0.131 -1.333 0.730
O -1.173 -1.888 0.075
C -1.459 -1.110 -1.024
C -0.665 -0.011 -1.109
H 0.825 0.120 2.241
H 0.250 2.078 -0.440
H 1.975 1.036 -0.147
H -2.298 -1.485 -1.597
H -0.187 1.583 -0.994

=====

[3]
54
Properties=species:S:1:pos:R:3 method="wB97M-V/def2-TZVPD" de_lowest_kcal_mol=0.0 e_lumo_ev=-2.25 mol_weight_g_mol=468.6 gap_ev=9.653 fmax_ev_per_a=0.2 total_charge=+1 total_energy_ev=-63801.690
K -0.581 -2.216 -0.339
O 0.890 -3.792 -1.964
C 0.903 -5.213 -1.862
C 0.911 -5.625 -0.410
C 1.222 -6.939 -0.076
C 1.171 -7.323 1.251
C 0.822 -6.381 2.208
C 0.543 -5.098 1.782
N 0.572 -4.717 0.501
H 0.789 -3.556 -2.892
H 1.781 -5.629 -2.361
H 0.009 -5.632 -2.337
H 1.501 -7.644 -0.848
H 1.404 -8.341 1.534
H 0.772 -6.632 3.258
H 0.276 -4.333 2.504
N 1.496 -0.354 -2.179
N 0.771 0.680 -2.777
C -0.588 0.665 -2.729
N -1.192 1.837 -2.922
N -1.140 -0.529 -2.552
N -2.468 -0.600 -2.258
O -2.825 -1.704 -1.861
O -3.236 0.351 -2.358
H 1.840 -0.063 -1.271
H 2.261 -0.629 -2.780
H 1.208 1.586 -2.862
H -0.668 2.692 -2.818
H -2.200 1.852 -2.896
N -0.393 0.517 0.468
S 0.547 1.676 0.992
C 0.352 3.115 -0.062
C 1.388 3.426 -0.930
C 1.222 4.451 -1.857
C 0.025 5.155 -1.900
C -1.004 4.845 -1.014
C -0.843 3.824 -0.092
C -0.092 2.389 2.512
C -1.178 1.796 3.128
C -1.649 2.327 4.324
C -1.025 3.428 4.887
C 0.078 4.005 4.264
C 0.551 3.486 3.072
H -1.348 0.873 0.370
H 2.323 2.880 -0.877
H 2.031 4.709 -2.528
H -0.104 5.958 -2.613
H -1.928 5.408 -1.043
H -1.636 3.581 0.607
H -1.641 0.925 2.682
H -2.502 1.877 4.813
H -1.391 3.841 5.818
H 0.566 4.860 4.712
H 1.407 3.936 2.582

=====

[4]
85
Properties=species:S:1:pos:R:3 method="wB97M-V/def2-TZVPD" de_lowest_kcal_mol=0.0 e_lumo_ev=-1.77 mol_weight_g_mol=865.5 smiles="C[C@H](I)CN(CCC(F)(F)F)C(=O)O.O=C1C=CC(=O)C=C1.O=C1C=CC(=O)C=C1.O=C1C=CC(=O)C=C1.O=C1C=CC(=O)C=C1.O=C1C=CC(=O)C=C1" gap_ev=7.984 fmax_ev_per_a=1.1 total_charge=0 total_energy_ev=-81180.042
C 1.883 0.157 -1.668
C 1.564 -1.014 -2.578
I 3.409 -1.992 -3.065
C 0.854 -0.628 -3.893
N -0.150 0.411 -3.663
C -1.540 -0.013 -3.817
C -2.087 -0.616 -2.506
C -3.313 0.103 -2.016
F -4.362 -0.010 -2.870
F -3.055 1.435 -1.854
F -3.714 -0.373 -0.794
C 0.119 1.613 -4.330
O 0.722 1.750 -5.353
O -0.433 2.679 -3.680
H 2.367 -0.219 -0.777
H 0.987 0.678 -1.354
H 2.562 0.840 -2.163
H 0.942 -1.733 -2.061
H 1.588 -0.317 -4.621
H 0.365 -1.521 -4.265
H -2.154 0.834 -4.082
H -1.626 -0.767 -4.589
H -2.305 -1.673 -2.591
H -1.339 -0.502 -1.733
H -0.139 2.597 -2.768
O -4.359 -1.255 4.740
C -3.401 -1.591 4.079
C -2.445 -2.615 4.572
C -1.394 -2.984 3.847
C -1.131 -2.388 2.515
O -0.173 -2.723 1.851
C -2.084 -1.364 2.022
C -3.138 -0.995 2.744
H -2.655 -3.036 5.547
H -0.685 -3.726 4.191
H -1.873 -0.944 1.048
H -3.846 -0.252 2.401
O -4.815 5.678 -7.046
C -4.223 5.805 -5.997
C -3.680 4.629 -5.271
C -3.034 4.769 -4.118
C -2.822 6.106 -3.510
O -2.226 6.232 -2.462
C -3.362 7.283 -4.236
C -4.011 7.143 -5.389
H -3.843 3.664 -5.734
H -2.627 3.927 -3.573
H -3.195 8.248 -3.776
H -4.412 7.986 -5.936
O -1.623 -9.143 6.771
C -1.135 -8.037 6.699
C -1.782 -6.871 7.358
C -1.250 -5.655 7.279
C 0.008 -5.416 6.531
O 0.489 -4.300 6.461
C 0.656 -6.574 5.872
C 0.123 -7.791 5.953
H -2.698 -7.072 7.898
H -1.702 -4.791 7.753
H 1.576 -6.372 5.334
H 0.576 -8.654 5.481
O 1.621 7.883 -5.656
C 1.973 7.049 -4.851
C 1.716 5.605 -5.070
C 2.101 4.696 -4.180
C 2.798 5.085 -2.932
O 3.134 4.248 -2.119
C 3.059 6.528 -2.710
C 2.677 7.439 -3.601
H 1.201 5.338 -5.984
H 1.925 3.642 -4.322
H 3.567 6.790 -1.791
H 2.854 8.498 -3.461
O 3.648 -5.876 4.978
C 4.131 -4.762 4.909
C 3.485 -3.602 5.568
C 4.017 -2.385 5.486
C 5.274 -2.139 4.737
O 5.760 -1.033 4.664
C 5.918 -3.305 4.078
C 5.388 -4.522 4.159
H 2.567 -3.803 6.108
H 3.565 -1.522 5.957
H 6.833 -3.104 3.536
H 5.839 -5.386 3.687

=====

[5]
11
Properties=species:S:1:pos:R:3 method="wB97M-V/def2-TZVPD" de_lowest_kcal_mol=125.0 e_lumo_ev=-0.41 mol_weight_g_mol=83.1 gap_ev=9.299 fmax_ev_per_a=0.7 total_charge=0 total_energy_ev=-7761.105
C -0.639 -1.034 0.247
C 0.274 0.143 0.058
N -0.123 1.352 -0.100
O -1.505 1.423 -0.078
C 2.299 0.395 -1.132
C 1.740 -0.078 -0.048
H -1.170 -1.242 -0.689
H -0.079 -1.926 0.534
H -1.396 -0.809 1.004
H -1.668 2.372 -0.148
H 2.287 -0.654 0.696

=====

[6]
19
Properties=species:S:1:pos:R:3 method="wB97M-V/def2-TZVPD" de_lowest_kcal_mol=9.0 e_lumo_ev=-3.60 mol_weight_g_mol=102.2 smiles="CCC[C@H]([NH3+])C=O" gap_ev=11.407 fmax_ev_per_a=0.9 total_charge=+1 total_energy_ev=-8910.238
C -1.363 -0.795 -1.839
C -0.450 0.402 -1.512
C -0.411 0.763 -0.011
C 0.487 -0.203 0.735
N 0.259 -0.131 2.233
C 1.959 0.170 0.568
O 2.588 0.615 1.487
H -2.348 -0.744 -1.379
H -0.889 -1.766 -1.641
H -1.487 -0.807 -2.923
H -0.847 1.255 -2.058
H 0.543 0.201 -1.925
H -0.109 1.806 0.147
H -1.438 0.733 0.346
H 0.355 -1.245 0.438
H 0.757 -0.883 2.711
H 0.696 0.738 2.565
H -0.733 -0.136 2.469
H 2.430 0.027 -0.413